# C5H9NS

An isolated molecule of C5H9NS at a distorted geometry (wB97M-V/def2-TZVPD, the Open Molecules 2025 dataset).

Positions of all 16 atoms, in Å:
C: -1.5238 -0.5954 -0.1284
C: -0.3208 0.2836 -0.5204
C: -0.1579 1.5300 0.3149
S: 0.6747 0.7441 1.8272
C: 1.1310 -0.8181 0.9601
C: 1.0275 -0.3408 -0.4605
N: 0.2702 -0.3993 -1.6880
H: -1.3065 -1.6723 -0.3400
H: -1.8509 -0.4920 0.8864
H: -2.3313 -0.3621 -0.8950
H: 0.5012 2.2510 -0.1637
H: -1.1226 1.9053 0.5951
H: 2.1471 -1.0908 1.3571
H: 0.3900 -1.5843 1.1810
H: 1.7650 0.4778 -0.5381
H: 0.7072 0.1632 -2.3878

E_tot   -648.73303 Eh
SMILES   C[C@@]12CSC[C@H]1N2
Kohn-Sham gap   9.6 eV

# C5H11NO

An isolated molecule of C5H11NO (wB97M-V/def2-TZVPD, the Open Molecules 2025 dataset).

Positions of all 18 atoms, in Å:
C: 1.1780 -0.0641 -2.0145
C: 0.7457 0.9177 -0.9150
N: 0.0659 0.2894 0.2197
C: 0.5626 0.5909 1.5476
C: -1.0618 -0.4380 -0.0380
C: -1.7729 -1.1012 1.1303
O: -1.4838 -0.5662 -1.1797
H: 2.1790 0.1770 -2.3854
H: 0.4794 -0.0533 -2.8516
H: 1.1974 -1.0845 -1.6248
H: 0.0958 1.6930 -1.3402
H: 1.6231 1.4253 -0.5010
H: 0.6415 1.6755 1.6954
H: -0.1143 0.2043 2.3094
H: 1.5530 0.1490 1.7173
H: -2.5974 -1.6780 0.7111
H: -2.1792 -0.3637 1.8306
H: -1.1120 -1.7730 1.6886

E_tot   -327.11336 Eh
SMILES   CCN(C)C(C)=O
Kohn-Sham gap   10.0 eV

# H26O13

A cluster of 13 separate species, H26O13 in total (wB97M-V/def2-TZVPD, the Open Molecules 2025 dataset).

Positions of all 39 atoms, in Å:
O: -0.2847 -0.2200 0.2054
H: 0.2879 -0.7617 -0.3574
H: 0.2087 0.6024 0.3532
O: 0.1812 3.2891 -1.1413
H: 0.6335 2.4945 -1.4473
H: 0.8131 4.0059 -1.2782
O: 2.7544 -0.8941 -0.2766
H: 2.4644 -0.1157 0.2127
H: 3.4191 -0.5679 -0.8965
O: 0.9487 -3.9713 -0.2457
H: 0.9801 -3.2457 -0.8836
H: 0.4416 -3.6312 0.5108
O: -0.6875 -2.8707 1.8929
H: -0.9166 -2.8073 2.8242
H: -0.3700 -1.9847 1.6632
O: -2.4167 1.3026 2.1061
H: -2.3567 0.5545 1.4910
H: -2.4102 0.9036 2.9822
O: 1.4857 -0.6614 3.2458
H: 0.9957 -0.2841 3.9835
H: 1.3547 -0.0366 2.5164
O: -3.4193 0.0609 -0.4255
H: -3.5650 0.9621 -0.1129
H: -2.4774 0.0263 -0.6552
O: 1.9181 1.6143 1.4279
H: 1.6971 2.4028 1.9478
H: 2.8723 1.6625 1.2887
O: -0.8958 0.9349 -2.9330
H: -0.0306 0.7165 -3.3005
H: -0.9755 1.8939 -3.0048
O: -0.6595 3.3769 1.5822
H: -1.2499 2.5963 1.6090
H: -0.4098 3.4684 0.6441
O: 1.1288 -1.9658 -2.4250
H: 1.9662 -1.6075 -2.0969
H: 1.3629 -2.4642 -3.2184
O: -1.8976 -1.7257 -2.3814
H: -1.1829 -2.2417 -2.7611
H: -1.7084 -0.8113 -2.6458

E_tot   -993.70935 Eh
Kohn-Sham gap   9.3 eV

# C5H12OS

An isolated molecule of C5H12OS at a distorted geometry (wB97M-V/def2-TZVPD, the Open Molecules 2025 dataset).

Positions of all 19 atoms, in Å:
C: -2.7557 -1.2631 0.1933
S: -1.5259 -0.6057 -0.9638
C: -0.7603 0.7045 0.0584
C: 0.4405 0.2699 0.9410
C: 1.8676 0.5942 0.4274
C: 1.9987 0.4366 -1.0722
O: 1.9146 -1.0039 -1.3642
H: -3.3965 -1.9470 -0.3668
H: -3.4412 -0.4334 0.3908
H: -2.4124 -1.7120 1.1264
H: -1.5178 1.1351 0.7178
H: -0.6958 1.4573 -0.7123
H: 0.3478 -0.7634 1.2919
H: 0.1304 0.7419 1.9058
H: 1.9663 1.6798 0.6615
H: 2.6102 0.1568 1.0785
H: 2.9515 0.6667 -1.5451
H: 1.2915 1.0774 -1.6022
H: 0.9866 -1.1917 -1.1662

E_tot   -671.09109 Eh
SMILES   CSCCCCO
Kohn-Sham gap   9.7 eV

# C19H20AuF5O2SSb

A structure of composition C19H20AuF5O2SSb at a distorted geometry (wB97M-V/def2-TZVPD, the Open Molecules 2025 dataset).

Positions of all 49 atoms, in Å:
Au: -0.6754 0.1711 1.7290
F: 6.3586 -0.7613 2.0025
C: 5.0966 -0.4745 2.2829
C: 4.1713 -0.3409 1.2631
F: 4.5412 -0.5140 -0.0033
C: 2.8617 -0.0194 1.5618
F: 2.0117 0.1159 0.5213
C: 2.4230 0.1777 2.8648
S: 0.8119 0.7049 3.3550
C: 3.3711 0.0118 3.8698
F: 3.0071 0.1698 5.1409
C: 4.6890 -0.3055 3.5946
F: 5.5604 -0.4454 4.5836
C: -8.6023 -0.1975 -0.6842
C: -7.1149 -0.0254 -0.5922
C: -6.4873 1.1059 -1.0877
C: -5.1270 1.3197 -0.9499
C: -4.5954 2.5676 -1.5909
C: -4.3369 0.3704 -0.2610
C: -4.9567 -0.8361 0.1939
C: -4.2880 -1.9911 0.9011
C: -6.3227 -0.9869 0.0127
C: -2.9115 0.6436 0.0767
O: -2.3948 1.8271 0.0462
O: -2.2168 -0.3272 0.4777
H: -9.0286 0.4170 -1.4749
H: -9.0610 0.1055 0.2596
H: -8.8706 -1.2382 -0.8600
H: -7.0754 1.8496 -1.6121
H: -5.3429 2.9873 -2.2579
H: -3.6951 2.3569 -2.1631
H: -4.3551 3.3182 -0.8353
H: -3.4681 -2.4037 0.3219
H: -5.0193 -2.7769 1.0768
H: -3.8744 -1.6878 1.8636
H: -6.7892 -1.8963 0.3719
C: 1.6962 3.2181 0.5199
Sb: -0.3803 2.6731 0.4283
C: -0.9153 3.7675 -1.3074
C: -1.1902 3.7868 2.0255
H: 1.6421 4.2859 0.3032
H: 2.2827 2.6898 -0.2260
H: 2.0747 3.0274 1.5217
H: -0.3514 4.7010 -1.2713
H: -1.9739 3.9453 -1.2687
H: -0.6491 3.2187 -2.2092
H: -1.3893 4.7968 1.6672
H: -0.4692 3.8117 2.8404
H: -2.1138 3.3203 2.3568

E_tot   -2159.65312 Eh
Charge   +1
Kohn-Sham gap   5.5 eV

# C4H8NO

The ion C4H8NO with charge +1 at a distorted geometry (wB97M-V/def2-TZVPD, the Open Molecules 2025 dataset).

Positions of all 14 atoms, in Å:
C: -0.6759 -0.4530 0.0322
C: -1.8901 0.6061 0.0737
C: 0.6748 -0.0831 0.1490
C: 1.1879 1.3205 -0.0340
N: -0.9939 -1.7658 0.0157
O: 1.6013 -1.0771 0.2935
H: -2.8460 0.2794 0.0653
H: -1.7182 1.5909 -0.4333
H: 2.0369 1.3705 -0.7714
H: 1.8200 1.5045 0.8852
H: 0.6735 2.1227 -0.4036
H: -0.3977 -2.5664 0.1731
H: -1.9735 -1.9871 -0.1009
H: 2.5009 -0.8621 0.0556

E_tot   -286.84813 Eh
Charge   +1
Kohn-Sham gap (alpha / beta)   7.9 / 8.0 eV

How do the records compare in ΔE to the lowest compared entry with this formula, charge and spin? In the order shown, they have 75.38 11.29 40.09 26.45 20.05 59.21 kcal per mole.